[1]
ORCA calculation (the ωB97M-V functional and the def2-TZVPD basis) on a molecular structure, C6H13O4Tm.

- Net charge: +1
- DFT total energy: -44143.5643 eV
- ΔE to the lowest compared entry with this formula, charge and spin: 123.4 kJ/mol
- Multiplicity: 4
- HOMO (spin up / spin down): -12.2 / -13.7 eV
- HOMO-LUMO gap (spin up / spin down): 7.75 / 9.28 eV

Cartesian coordinates (Å):
C: -1.26 0.31 -1.89
O: -0.88 1.48 -1.26
C: -1.69 2.63 -1.48
H: -0.73 0.17 -2.83
H: -0.22 -1.26 -1.01
H: -2.12 -0.16 -1.40
H: -1.18 3.46 -0.99
H: -2.66 2.48 -0.98
H: -1.79 2.78 -2.57
O: 2.28 0.06 -0.92
C: 2.16 -1.32 -0.93
C: 0.86 -1.76 -0.24
O: 0.93 -1.07 0.98
C: -0.13 -1.10 1.93
C: 0.06 0.14 2.81
O: 0.28 1.28 2.04
Tm: 1.28 1.18 0.35
H: 3.01 -1.76 -0.37
H: 2.15 -1.76 -1.95
H: 0.76 -2.85 -0.10
H: -0.10 -2.04 2.50
H: -1.09 -1.05 1.38
H: 0.92 -0.06 3.48
H: -0.84 0.22 3.45

Mulliken population analysis, charges in e, atoms 1 to 4:
1 C -0.67
2 O -0.27
3 C -0.64
4 H 0.44

=====

[2]
ORCA calculation (the ωB97M-V functional and the def2-TZVPD basis) on a molecular structure, C17H48BF4N8O9Zn.

- Net charge: +1
- DFT total energy: -108723.1746 eV
- HOMO: -10.7 eV
- HOMO-LUMO gap: 8.23 eV

Cartesian coordinates (Å):
Zn: 8.42 12.82 17.72
B: 11.65 12.94 18.86
F: 11.65 12.55 20.22
F: 12.31 11.98 18.09
F: 10.29 12.99 18.45
F: 12.31 14.16 18.71
C: 9.41 9.98 16.67
O: 9.25 11.21 16.71
N: 10.45 9.34 17.20
N: 8.52 9.11 16.09
H: 10.38 8.36 17.46
H: 11.19 9.86 17.65
H: 8.83 8.16 16.19
H: 7.61 9.36 15.78
C: 8.56 15.56 19.32
O: 8.22 14.60 18.60
N: 7.63 16.33 19.92
N: 9.84 15.95 19.54
H: 7.85 17.19 20.38
H: 6.66 16.09 19.83
H: 10.57 15.44 19.05
H: 10.14 16.75 20.05
C: 7.36 10.68 19.83
O: 8.06 11.44 19.15
N: 7.00 9.45 19.38
N: 6.88 10.99 21.06
H: 7.35 9.15 18.48
H: 6.38 8.88 19.93
H: 6.56 10.27 21.69
H: 7.20 11.85 21.47
C: 10.32 14.49 15.84
O: 9.08 13.84 16.08
C: 8.12 13.96 15.05
C: 6.78 13.74 15.77
N: 6.69 12.49 16.61
C: 5.24 12.41 17.04
C: 4.62 13.38 18.03
O: 5.44 13.50 19.17
C: 4.65 13.79 20.32
H: 10.33 15.55 16.12
H: 10.59 14.48 14.78
H: 11.14 13.96 16.32
H: 8.36 13.24 14.27
H: 8.02 14.98 14.66
H: 6.00 13.69 15.00
H: 6.50 14.61 16.35
H: 6.64 11.67 16.03
H: 5.06 11.39 17.41
H: 4.56 12.45 16.17
H: 3.63 13.01 18.34
H: 4.38 14.36 17.60
H: 3.77 13.16 20.49
H: 4.21 14.79 20.14
H: 5.26 13.84 21.22
C: 12.63 9.62 20.59
O: 11.99 9.51 21.85
C: 10.60 9.78 21.84
C: 9.83 8.46 21.69
N: 9.73 7.95 20.32
C: 8.97 6.70 20.25
C: 9.43 5.86 19.05
O: 9.21 6.51 17.82
C: 9.72 5.80 16.70
H: 13.55 10.18 20.77
H: 12.13 10.12 19.76
H: 12.98 8.64 20.25
H: 10.30 10.47 21.04
H: 10.36 10.35 22.74
H: 8.83 8.51 22.15
H: 10.39 7.73 22.28
H: 9.33 8.71 19.79
H: 7.93 7.00 20.09
H: 8.99 6.08 21.14
H: 8.98 4.86 19.04
H: 10.52 5.79 19.18
H: 9.09 4.92 16.50
H: 10.71 5.39 16.91
H: 9.81 6.39 15.79
C: 16.01 14.26 20.25
C: 14.88 13.91 21.23
O: 14.35 12.66 20.82
O: 17.07 13.32 20.38
H: 16.36 15.28 20.43
H: 15.68 14.28 19.21
H: 14.15 14.72 21.17
H: 15.23 13.86 22.26
H: 13.50 12.80 20.37
H: 16.58 12.49 20.53

Mulliken population analysis, charges in e, atoms 1 to 4:
1 Zn 1.43
2 B 0.42
3 F -0.49
4 F -0.38

=====

[3]
ORCA calculation (the ωB97M-V functional and the def2-TZVPD basis) on a molecular structure, C3H7NS.

- DFT total energy: -15545.3010 eV
- ΔE to the lowest compared entry with this formula, charge and spin: 419.1 kJ/mol
- HOMO: -8.5 eV
- HOMO-LUMO gap: 9.35 eV

Cartesian coordinates (Å):
C: -0.60 0.29 -0.41
C: -0.71 -0.62 0.73
C: 0.88 0.67 -0.33
H: -2.04 1.36 0.03
H: -1.60 2.15 -1.42
H: -0.77 0.04 -1.53
H: -0.69 0.00 1.71
H: -1.46 -1.53 1.06
H: 1.02 1.24 0.80
H: 1.31 1.33 -1.16
N: -1.20 1.74 -0.23
S: 0.95 -1.18 0.14

Mulliken population analysis, charges in e, atoms 1 to 4:
1 C -0.02
2 C -0.51
3 C -0.50
4 H 0.24

=====

[4]
ORCA calculation (the ωB97M-V functional and the def2-TZVPD basis) on a molecular structure, C36H39BF3N13O2PRb.

- Net charge: -2
- DFT total energy: -80205.7232 eV
- ΔE to the lowest compared entry with this formula, charge and spin: 0.0 kJ/mol
- HOMO: -3.1 eV
- HOMO-LUMO gap: 6.53 eV

Cartesian coordinates (Å):
Rb: 0.95 -0.16 0.10
C: -1.46 -4.13 -1.99
N: -0.07 -3.74 -2.08
C: 0.48 -3.11 -3.16
C: 1.77 -2.84 -2.81
N: 2.02 -3.28 -1.54
C: 0.90 -3.80 -1.11
P: 0.59 -4.54 0.54
C: 1.69 -3.53 1.62
N: 2.80 -2.92 1.26
C: 3.21 -2.24 2.37
C: 2.34 -2.43 3.40
N: 1.39 -3.28 2.93
C: 0.21 -3.68 3.66
C: -0.94 -3.60 0.89
N: -1.02 -2.30 0.71
C: -2.26 -1.93 1.13
C: -2.96 -3.03 1.55
N: -2.11 -4.10 1.39
C: -2.41 -5.48 1.66
H: -1.81 -4.44 -2.98
H: -2.08 -3.30 -1.63
H: -1.57 -4.97 -1.31
H: -0.11 -2.85 -4.02
H: 2.52 -2.33 -3.39
H: 4.09 -1.62 2.35
H: 2.24 -1.99 4.38
H: 0.48 -3.82 4.71
H: -0.16 -4.63 3.27
H: -0.55 -2.90 3.59
H: -2.55 -0.89 1.15
H: -3.94 -3.15 1.96
H: -3.43 -5.54 2.05
H: -1.73 -5.89 2.41
H: -2.34 -6.09 0.76
N: -0.49 2.33 2.87
C: -0.76 2.20 4.30
C: -1.43 0.88 4.71
C: -0.48 -0.30 4.48
O: 0.09 -0.79 5.49
O: -0.30 -0.64 3.28
H: -1.34 2.16 2.35
H: 0.11 1.55 2.61
H: -1.38 3.05 4.61
H: 0.19 2.29 4.84
H: -2.33 0.75 4.10
H: -1.71 0.92 5.77
C: -0.43 3.07 -1.18
C: -1.71 2.31 -1.25
N: -2.18 1.54 -0.31
C: -3.33 0.97 -0.82
C: -3.55 1.41 -2.09
N: -2.50 2.26 -2.36
C: -2.30 2.96 -3.59
N: -3.31 4.00 -3.77
N: -3.81 4.25 -4.99
N: -4.66 5.21 -4.93
C: -4.74 5.61 -3.62
C: -5.53 6.61 -3.03
C: -5.40 6.79 -1.67
C: -4.52 5.99 -0.91
C: -3.75 5.00 -1.47
C: -3.88 4.83 -2.86
H: -0.05 3.02 -0.16
H: -0.55 4.12 -1.45
H: 0.32 2.62 -1.83
H: -3.90 0.26 -0.26
H: -4.28 1.16 -2.83
H: -2.36 2.28 -4.45
H: -1.31 3.41 -3.56
H: -6.20 7.21 -3.63
H: -5.99 7.55 -1.17
H: -4.46 6.15 0.16
H: -3.10 4.38 -0.87
F: 10.20 -0.07 1.48
C: 9.23 -1.01 1.28
F: 9.25 -1.77 2.40
F: 9.70 -1.79 0.29
C: 7.90 -0.42 0.99
C: 7.42 -0.32 -0.31
C: 6.20 0.26 -0.56
C: 5.40 0.78 0.47
C: 5.90 0.67 1.78
C: 7.13 0.09 2.04
C: 4.14 1.38 0.22
C: 3.03 1.89 0.02
H: 8.01 -0.72 -1.12
H: 5.82 0.32 -1.58
H: 5.30 1.06 2.60
H: 7.48 0.01 3.06
B: -1.73 -0.24 -5.04
C: -0.99 -0.11 -3.64
N: -0.49 -0.02 -2.60
H: -1.60 -1.38 -5.45
H: -2.92 0.00 -4.89
H: -1.23 0.56 -5.82

Mulliken population analysis, charges in e, atoms 1 to 4:
1 Rb 0.54
2 C -0.82
3 N 0.40
4 C 0.01

=====

[5]
ORCA calculation (the ωB97M-V functional and the def2-TZVPD basis) on a gas-phase ion, C9H14NS (charge +1).

- Net charge: +1
- DFT total energy: -21877.0864 eV
- ΔE to the lowest compared entry with this formula, charge and spin: 107.0 kJ/mol
- SMILES: CC(C)[C@@H]1[NH2+]Cc2ccsc21
- HOMO: -12.7 eV
- HOMO-LUMO gap: 9.41 eV

Cartesian coordinates (Å):
C: -3.40 0.94 0.42
C: -3.97 -0.33 0.26
C: -2.00 0.85 -0.01
C: -1.64 -0.33 -0.54
C: -0.85 1.88 0.05
C: -0.08 -0.27 -0.95
C: 2.31 -0.89 -0.53
C: 0.46 -1.12 1.36
C: 0.85 -1.21 -0.18
N: 0.14 1.23 -0.85
S: -2.90 -1.47 -0.37
H: -3.79 1.76 0.83
H: -4.88 -0.61 0.75
H: -1.25 2.89 -0.36
H: -0.59 1.81 1.07
H: -0.02 -0.58 -1.95
H: 2.53 0.08 -0.11
H: 2.65 -1.15 -1.49
H: 3.00 -1.72 -0.03
H: 0.15 -0.14 1.82
H: 1.27 -1.49 1.98
H: -0.29 -1.87 1.57
H: 0.77 -2.18 -0.64
H: -0.07 1.76 -1.74
H: 1.09 1.41 -0.63

Mulliken population analysis, charges in e, atoms 1 to 4:
1 C -1.05
2 C -0.36
3 C 0.35
4 C 0.08

=====

[6]
ORCA calculation (the ωB97M-V functional and the def2-TZVPD basis) on a gas-phase ion, C4H11N3 (charge -1).

- Net charge: -1
- DFT total energy: -8795.4719 eV
- ΔE to the lowest compared entry with this formula, charge and spin: 0.0 kJ/mol
- Multiplicity: 2
- HOMO (spin up / spin down): 1.2 / -4.8 eV
- HOMO-LUMO gap (spin up / spin down): 2.78 / 8.68 eV

Cartesian coordinates (Å):
C: 0.69 -0.85 2.12
C: -0.20 0.37 1.81
C: -0.29 0.91 0.36
N: -0.61 -0.21 -0.49
C: -0.19 -0.40 -1.81
N: 0.68 0.56 -2.25
N: -0.68 -1.39 -2.46
H: 0.10 -1.78 2.11
H: 1.55 -0.90 1.44
H: 1.11 -0.74 3.13
H: -1.24 0.16 2.13
H: 0.00 1.22 2.46
H: 0.63 1.38 0.03
H: -1.08 1.68 0.43
H: -1.45 -0.71 -0.26
H: 0.46 1.54 -2.11
H: 1.02 0.39 -3.19
H: -0.50 -1.24 -3.45

Mulliken population analysis, charges in e, atoms 1 to 4:
1 C -1.26
2 C -0.39
3 C -2.38
4 N 1.78

=====

[7]
ORCA calculation (the ωB97M-V functional and the def2-TZVPD basis) on a molecular structure, C28H33CuGeO4PS5.

- Net charge: -2
- DFT total energy: -202388.8346 eV
- ΔE to the lowest compared entry with this formula, charge and spin: 75.8 kJ/mol
- Multiplicity: 2
- HOMO (spin up / spin down): -1.9 / -1.9 eV
- HOMO-LUMO gap (spin up / spin down): 5.72 / 5.73 eV

Cartesian coordinates (Å):
Cu: 1.98 -0.61 1.88
S: 6.19 -0.51 3.20
C: 4.60 -0.49 2.70
S: 4.07 -0.87 1.10
S: 3.26 -0.17 3.75
O: 0.10 -0.91 2.63
C: -0.33 -0.82 1.44
O: 0.47 -0.70 0.48
C: -1.81 -0.85 1.16
C: -2.08 -0.82 -0.34
Ge: -1.19 -2.19 -1.44
C: -2.53 -3.63 -1.73
C: -2.78 -4.27 -2.94
C: -3.71 -5.30 -3.03
C: -4.39 -5.72 -1.90
C: -4.15 -5.11 -0.68
C: -3.23 -4.07 -0.60
C: 0.40 -3.14 -0.80
C: 1.57 -3.14 -1.54
C: 2.71 -3.76 -1.06
C: 2.70 -4.38 0.18
C: 1.53 -4.40 0.93
C: 0.39 -3.78 0.44
C: -0.69 -1.17 -3.04
C: -1.29 -1.24 -4.30
C: -0.90 -0.39 -5.32
C: 0.09 0.56 -5.10
C: 0.68 0.65 -3.85
C: 0.30 -0.20 -2.83
H: -2.23 0.03 1.65
H: -2.25 -1.72 1.66
H: -1.71 0.13 -0.72
H: -3.15 -0.89 -0.57
H: -2.24 -3.98 -3.83
H: -3.89 -5.78 -3.99
H: -5.11 -6.53 -1.97
H: -4.67 -5.43 0.21
H: -3.06 -3.60 0.36
H: 1.60 -2.63 -2.50
H: 3.63 -3.73 -1.64
H: 3.60 -4.83 0.57
H: 1.52 -4.85 1.91
H: -0.50 -3.78 1.06
H: -2.09 -1.95 -4.48
H: -1.38 -0.46 -6.29
H: 0.39 1.23 -5.90
H: 1.44 1.41 -3.66
H: 0.75 -0.10 -1.85
C: 2.42 3.93 3.75
C: 2.68 5.28 3.09
C: 1.77 6.37 3.64
O: 2.60 5.29 1.66
P: 1.64 4.45 0.66
S: 1.73 5.39 -1.07
S: 1.97 2.51 0.75
O: 0.21 4.81 1.42
C: -1.04 4.15 1.21
C: -1.27 3.66 -0.22
C: -1.21 3.02 2.22
H: 2.56 4.04 4.83
H: 3.09 3.17 3.38
H: 1.40 3.60 3.55
H: 3.72 5.56 3.28
H: 0.73 6.10 3.48
H: 1.97 7.31 3.13
H: 1.95 6.50 4.71
H: -1.78 4.93 1.42
H: -0.58 2.85 -0.46
H: -1.10 4.47 -0.93
H: -2.30 3.31 -0.31
H: -0.46 2.25 2.04
H: -2.21 2.59 2.13
H: -1.08 3.40 3.24

Mulliken population analysis, charges in e, atoms 1 to 4:
1 Cu -0.64
2 S -0.40
3 C 0.19
4 S -0.30

=====

[8]
ORCA calculation (the ωB97M-V functional and the def2-TZVPD basis) on 36 unconnected molecules or ions with the total composition C3H79BBrFN2O38S.

- DFT total energy: -169454.0443 eV
- HOMO: -10.4 eV
- HOMO-LUMO gap: 10.00 eV

Cartesian coordinates (Å):
C: 2.39 0.00 -0.17
C: 1.08 0.80 -0.06
C: 0.03 0.38 -1.08
Br: -0.85 1.87 -2.01
N: -1.01 -0.54 -0.59
B: -0.42 -1.86 -0.14
N: 0.45 -2.09 0.97
O: -0.76 -2.90 -0.92
S: -2.15 0.04 0.43
O: -3.31 0.43 -0.26
O: -2.42 -1.00 1.33
F: -1.67 1.30 1.22
H: 3.22 0.64 -0.43
H: 2.58 -0.49 0.77
H: 2.37 -0.78 -0.93
H: 0.73 0.76 0.96
H: 1.33 1.83 -0.23
H: 0.55 -0.14 -1.86
H: 1.36 -2.37 0.58
H: 0.55 -1.30 1.59
H: -0.06 -3.58 -0.86
O: 0.08 -5.06 -2.20
H: 0.14 -5.96 -2.54
H: -0.56 -4.61 -2.77
O: 1.18 3.80 0.46
H: 0.25 3.69 0.23
H: 1.17 4.53 1.10
O: 1.49 2.52 -4.12
H: 1.55 2.19 -5.03
H: 0.67 3.02 -4.11
O: 2.08 -2.47 -2.17
H: 2.49 -3.34 -2.25
H: 1.25 -2.56 -2.65
O: 2.93 0.47 2.83
H: 3.85 0.56 3.08
H: 2.49 1.21 3.27
O: 2.55 0.08 -3.84
H: 2.36 0.85 -3.29
H: 2.66 -0.65 -3.21
O: -1.34 -4.78 2.29
H: -1.05 -4.58 1.40
H: -1.42 -3.92 2.71
O: 4.59 2.80 -5.14
H: 3.89 2.29 -4.71
H: 4.48 2.61 -6.08
O: -5.92 0.52 1.77
H: -5.99 -0.33 1.34
H: -5.10 0.88 1.43
O: 2.44 4.65 -6.03
H: 2.86 5.52 -6.04
H: 2.83 4.21 -5.26
O: -0.44 3.48 3.15
H: -1.03 3.97 3.72
H: -1.03 3.05 2.51
O: 1.53 -7.47 -3.00
H: 1.98 -7.83 -2.22
H: 1.97 -7.91 -3.74
O: 3.85 -0.37 5.42
H: 3.28 0.15 6.00
H: 3.24 -0.76 4.78
O: -8.36 2.16 3.30
H: -7.71 1.48 3.06
H: -7.83 2.87 3.68
O: 3.35 -3.34 1.04
H: 3.75 -4.21 0.97
H: 3.63 -3.02 1.91
O: -5.75 2.55 -0.45
H: -5.31 1.70 -0.56
H: -6.58 2.44 -0.92
O: 4.91 -0.64 -1.94
H: 4.79 -1.50 -2.36
H: 5.76 -0.33 -2.28
O: 5.93 3.97 -2.66
H: 5.31 4.51 -2.15
H: 5.38 3.55 -3.33
O: 3.62 -1.23 -6.33
H: 3.04 -0.63 -5.85
H: 3.05 -1.67 -6.96
O: 5.31 -3.02 -4.85
H: 5.18 -3.96 -5.01
H: 4.77 -2.58 -5.53
O: 4.84 6.66 -1.95
H: 5.75 6.77 -1.64
H: 4.37 7.40 -1.57
O: -6.77 3.07 5.63
H: -7.04 2.16 5.80
H: -6.33 3.34 6.44
O: -9.44 3.00 -0.38
H: -9.30 2.48 0.42
H: -8.81 3.72 -0.29
O: 4.86 5.90 1.09
H: 4.15 5.38 1.48
H: 4.78 5.74 0.14
O: -7.81 -0.41 -0.48
H: -8.73 -0.55 -0.72
H: -7.84 0.30 0.18
O: -5.96 5.36 7.92
H: -6.88 5.22 7.70
H: -5.99 6.07 8.58
O: 4.73 -5.90 -4.90
H: 5.04 -6.19 -4.04
H: 5.06 -6.55 -5.52
O: -7.56 7.60 8.75
H: -7.30 7.81 7.84
H: -7.63 8.46 9.17
O: 6.05 -4.60 0.55
H: 6.71 -5.28 0.33
H: 6.57 -3.89 0.93
O: 2.77 -8.80 -5.60
H: 2.87 -9.71 -5.92
H: 2.11 -8.41 -6.19
O: 1.07 -2.78 3.82
H: 0.45 -3.37 4.26
H: 0.91 -2.93 2.88
O: 2.90 -5.39 -1.27
H: 2.21 -5.02 -0.71
H: 2.41 -5.87 -1.95
O: -8.78 9.22 6.65
H: -8.74 8.97 5.72
H: -9.64 9.64 6.74
O: -9.44 -2.18 1.28
H: -9.51 -3.04 0.85
H: -8.60 -1.82 0.95
O: 5.01 -5.87 3.02
H: 5.31 -5.64 2.13
H: 4.91 -5.03 3.47

Mulliken population analysis, charges in e, atoms 1 to 4:
1 C -1.00
2 C -0.12
3 C -1.05
4 Br -0.12